<1>
C6H16N2O | ωB97M-V/def2-TZVPD

XYZ file:
```
25
Properties=species:S:1:pos:R:3:mulliken_charge:R:1
C -1.676 0.945 -0.167 -0.27
N -1.682 1.135 -1.606 -0.51
C -1.014 -0.408 0.232 0.48
O -1.077 2.041 0.463 -0.59
N -1.693 -1.508 0.134 -0.73
H -0.197 2.160 0.085 0.39
H -2.682 0.890 0.271 0.44
H -2.117 0.343 -2.065 0.23
H -2.215 1.967 -1.836 0.24
H -1.373 -2.131 -0.609 0.32
H -0.650 -0.197 1.520 -0.01
C 0.595 -0.507 -0.616 0.47
C 1.375 -1.745 -0.207 -1.40
C 0.611 0.029 2.339 -1.01
C 1.473 0.716 -0.835 -1.60
H 0.100 -0.706 -1.570 0.45
H 0.919 1.521 -1.320 0.48
H 2.122 -1.975 -0.973 0.43
H 0.731 -2.613 -0.114 0.33
H 1.917 -1.611 0.732 0.25
H 1.566 0.325 1.933 0.27
H 0.612 -0.992 2.705 0.36
H 0.138 0.791 2.948 0.35
H 2.280 0.445 -1.523 0.42
H 1.937 1.085 0.079 0.21
```

Properties
**HOMO level (alpha / beta)**: -8.2 / -8.2 eV
**2S+1**: 1
**Orbital gap (alpha / beta)**: 7.81 / 7.81 eV

---

<2>
C6H16N2O | ωB97M-V/def2-TZVPD

XYZ file:
```
25
Properties=species:S:1:pos:R:3:mulliken_charge:R:1
C -1.059 0.822 -0.213 0.77
C -0.164 -1.406 -0.521 0.54
C -1.302 -0.399 -0.968 -0.88
C 1.760 0.367 0.127 -0.54
C -0.612 2.062 -0.914 -1.38
C -1.647 1.034 1.147 -1.44
N -0.336 -1.982 0.765 -0.69
N 2.614 -0.637 0.733 -0.48
O 0.133 -2.361 -1.470 -0.50
H 0.033 -3.243 -1.072 0.38
H 0.930 -0.423 -0.466 -0.03
H 0.461 -2.562 1.012 0.29
H -0.388 -1.269 1.483 0.23
H 3.226 -1.079 0.060 0.21
H 3.174 -0.267 1.491 0.20
H -2.235 -0.900 -0.695 0.38
H -1.212 -0.288 -2.047 0.32
H 1.306 0.982 0.897 0.34
H 2.231 1.000 -0.633 0.20
H -0.212 1.850 -1.907 0.36
H 0.159 2.600 -0.340 0.27
H -1.432 2.786 -1.026 0.41
H -2.483 1.749 1.123 0.41
H -0.911 1.453 1.849 0.26
H -2.034 0.111 1.585 0.38
```

Properties
**HOMO level (alpha / beta)**: -6.9 / -6.0 eV
**2S+1**: 1
**Orbital gap (alpha / beta)**: 7.58 / 6.90 eV

---

Which structure is the most stable? The one labeled <2>.

---

<1>
C6H16N2O | ωB97M-V/def2-TZVPD

XYZ file:
```
25
Properties=species:S:1:pos:R:3:mulliken_charge:R:1
C -0.858 0.009 0.631 1.48
C -1.264 -1.431 0.422 -1.65
C -0.829 0.345 2.126 -1.65
C -1.801 0.949 -0.114 -1.79
C 1.096 1.517 -0.100 -1.20
N 0.580 0.166 0.034 -0.14
H 1.189 -0.355 0.662 0.38
H -0.360 -2.097 0.575 0.36
H -2.130 -1.696 1.017 0.43
H -1.476 -1.643 -0.623 0.35
H -1.817 0.193 2.559 0.44
H -0.538 1.382 2.297 0.37
H -0.127 -0.305 2.650 0.40
H -1.565 1.993 0.078 0.40
H -1.740 0.766 -1.185 0.37
H -2.824 0.767 0.210 0.43
H 0.570 2.024 -0.909 0.35
H 2.159 1.477 -0.339 0.40
H 1.000 2.113 0.817 0.32
N 2.378 -0.734 -2.034 -0.41
C 1.222 -1.301 -1.588 0.20
O 1.194 -2.336 -0.924 -0.62
H 2.349 0.148 -2.516 0.22
H 3.227 -0.960 -1.535 0.24
H 0.364 -0.990 -2.210 0.30
```

Properties
**HOMO level**: -8.8 eV
**SMILES**: CNC(C)(C)C.NC=O
**2S+1**: 1
**Orbital gap**: 9.59 eV

---

<2>
C6H16N2O | ωB97M-V/def2-TZVPD

XYZ file:
```
25
Properties=species:S:1:pos:R:3:mulliken_charge:R:1
C -1.430 1.080 -0.453 0.99
C 0.510 -0.309 0.723 0.91
C -0.039 0.268 -0.575 -1.35
C 2.085 -0.657 0.537 -0.85
C -0.267 -1.532 1.216 -1.61
C 2.484 -1.303 -0.780 -1.13
N -2.094 1.104 0.797 -0.72
N -1.221 2.453 -0.758 -0.88
O -2.329 0.591 -1.399 -0.63
H -2.003 0.971 -2.230 0.34
H 0.485 0.454 1.510 0.28
H -3.009 1.521 0.637 0.31
H -2.325 0.140 1.027 0.22
H -0.683 2.835 0.018 0.26
H -2.119 2.924 -0.706 0.25
H 0.700 0.963 -0.992 0.39
H -0.169 -0.530 -1.317 0.36
H 2.388 -1.304 1.369 0.46
H 2.659 0.270 0.656 0.34
H 0.386 -2.298 1.645 0.43
H -0.851 -1.999 0.417 0.32
H -0.958 -1.242 2.016 0.38
H 3.520 -1.657 -0.732 0.39
H 1.848 -2.159 -1.020 0.29
H 2.431 -0.585 -1.605 0.25
```

Properties
**HOMO level**: -9.7 eV
**SMILES**: CC[C@H](C)CC(N)(N)O
**2S+1**: 1
**Orbital gap**: 10.61 eV

---

Which structure is the most stable? The one labeled <2>.

---

<1>
H10O5 | ωB97M-V/def2-TZVPD

XYZ file:
```
15
Properties=species:S:1:pos:R:3:mulliken_charge:R:1
H -0.374 -0.130 2.287 0.31
H -1.673 0.628 2.068 0.28
H 0.497 4.504 -0.597 0.30
H -0.483 3.585 -1.309 0.32
H 3.153 0.120 -0.330 0.31
H 2.100 0.247 -1.418 0.35
H -2.074 -3.553 1.501 0.31
H -1.701 -4.349 0.260 0.31
H -0.533 -0.948 -0.168 0.34
H 0.050 0.421 -0.481 0.25
O -1.111 -0.047 1.671 -0.59
O 0.231 3.579 -0.662 -0.62
O 3.053 0.209 -1.284 -0.64
O -1.406 -3.612 0.808 -0.61
O -0.638 -0.194 -0.759 -0.63
```

Properties
**HOMO level**: -10.4 eV
**SMILES**: O.O.O.O.O
**2S+1**: 1
**Orbital gap**: 10.86 eV

---

<2>
H10O5 | ωB97M-V/def2-TZVPD

XYZ file:
```
15
Properties=species:S:1:pos:R:3:mulliken_charge:R:1
H -0.764 -1.019 -1.631 0.35
H -1.626 -0.771 -0.238 0.36
H -0.480 0.912 1.103 0.24
H 0.644 0.438 2.055 0.18
H 0.361 -0.351 -0.633 0.42
H 1.880 -0.229 -0.201 0.29
H 2.142 2.155 -2.469 0.30
H 0.755 1.982 -1.837 0.33
H -0.819 -1.516 2.969 0.30
H -1.494 -2.020 1.664 0.35
O -0.923 -1.337 -0.740 -0.73
O 0.345 0.436 1.118 -0.44
O 1.046 0.293 -0.493 -0.68
O 1.161 2.295 -2.587 -0.63
O -1.705 -1.635 2.605 -0.64
```

Properties
**HOMO level**: -8.1 eV
**2S+1**: 1
**Orbital gap**: 8.24 eV

---

Which structure is the most stable? The one labeled <1>.

---

<1>
H10O5 | ωB97M-V/def2-TZVPD

XYZ file:
```
15
Properties=species:S:1:pos:R:3:mulliken_charge:R:1
O 2.807 1.445 1.018 -0.63
O -3.726 -10.361 3.399 -0.64
O 0.625 4.824 0.817 -0.64
O -1.062 2.386 -3.492 -0.64
O 1.607 1.478 -1.598 -0.64
H 2.147 1.439 0.304 0.33
H -3.507 -10.421 2.459 0.32
H 0.223 5.227 1.595 0.32
H -0.322 2.967 -3.685 0.33
H 0.747 1.412 -2.034 0.33
H 2.478 2.159 1.578 0.32
H -4.601 -9.959 3.428 0.32
H 0.210 3.958 0.750 0.31
H -1.885 2.835 -3.303 0.32
H 2.104 2.057 -2.189 0.30
```

Properties
**HOMO level**: -10.8 eV
**SMILES**: O.O.O.O.O
**2S+1**: 1
**Orbital gap**: 11.04 eV

---

<2>
H10O5 | ωB97M-V/def2-TZVPD

XYZ file:
```
15
Properties=species:S:1:pos:R:3:mulliken_charge:R:1
O 2.787 -0.113 -0.061 -0.67
H 2.230 0.629 0.087 0.37
H 2.425 -0.827 0.513 0.31
O 0.292 1.021 0.711 -0.63
H 0.093 0.228 0.154 0.35
H -0.291 0.859 1.420 0.32
O -1.163 0.434 3.528 -0.64
H -2.153 0.435 3.409 0.33
H -1.064 0.693 4.446 0.31
O -0.415 0.475 -3.445 -0.62
H -0.401 0.247 -2.567 0.43
H -0.527 -0.408 -3.751 0.27
O -0.568 -1.011 -1.216 -0.77
H 0.184 -1.418 -1.626 0.34
H -1.432 -1.244 -1.601 0.32
```

Properties
**HOMO level**: -11.0 eV
**SMILES**: O.O.O.O.O
**2S+1**: 1
**Orbital gap**: 11.17 eV

---

Which structure is the most stable? The one labeled <1>.

---

<1>
H10O5 | ωB97M-V/def2-TZVPD

XYZ file:
```
15
Properties=species:S:1:pos:R:3:mulliken_charge:R:1
O -0.386 0.510 -2.320 -0.73
O 0.157 2.389 -0.454 -0.67
O 0.002 0.989 1.925 -0.70
O 0.230 -1.705 1.307 -0.82
O -0.295 -2.003 -0.792 -0.64
H 0.191 -0.211 -2.467 0.28
H 0.378 3.244 -0.090 0.31
H 0.293 1.100 2.834 0.30
H 0.868 -2.406 1.480 0.27
H -0.413 -1.162 -1.260 0.38
H -0.183 1.384 -1.973 0.40
H 0.081 1.819 0.337 0.41
H 0.082 0.032 1.703 0.39
H 0.170 -1.645 0.339 0.46
H -1.177 -2.335 -0.568 0.37
```

Properties
**HOMO level**: -10.9 eV
**2S+1**: 1
**Orbital gap**: 11.61 eV

---

<2>
H10O5 | ωB97M-V/def2-TZVPD

XYZ file:
```
15
Properties=species:S:1:pos:R:3:mulliken_charge:R:1
O 24.833 -3.949 -17.779 -0.69
H 24.598 -4.145 -16.858 0.34
H 24.052 -3.497 -18.094 0.30
O 27.109 -4.195 -15.684 -0.63
H 27.904 -3.711 -15.428 0.30
H 27.224 -4.367 -16.588 0.32
O 27.222 -2.491 -17.965 -0.69
H 27.262 -2.241 -18.909 0.28
H 26.420 -3.010 -17.913 0.39
O 27.715 -1.085 -15.598 -0.64
H 27.822 -0.211 -15.963 0.29
H 27.429 -1.601 -16.327 0.42
O 25.384 -1.466 -20.268 -0.59
H 24.886 -1.135 -19.542 0.30
H 24.705 -1.609 -20.895 0.30
```

Properties
**HOMO level**: -10.7 eV
**SMILES**: O.O.O.O.O
**2S+1**: 1
**Orbital gap**: 10.88 eV

---

<3>
H10O5 | ωB97M-V/def2-TZVPD

XYZ file:
```
15
Properties=species:S:1:pos:R:3:mulliken_charge:R:1
H 1.863 -2.235 0.434 0.31
H 1.200 -1.354 1.480 0.31
H -2.904 -1.932 -0.110 0.35
H -2.749 -0.935 -1.247 0.33
H 1.303 2.706 -0.181 0.31
H -0.052 3.196 -0.664 0.31
H -2.507 0.463 -0.337 0.29
H -3.212 -0.263 0.796 0.36
H 4.394 0.002 0.279 0.31
H 3.269 0.106 -0.737 0.30
O 1.349 -1.426 0.531 -0.62
O -3.335 -1.173 -0.520 -0.73
O 0.378 2.764 0.083 -0.62
O -2.881 0.605 0.540 -0.60
O 3.884 -0.524 -0.347 -0.61
```

Properties
**HOMO level**: -10.1 eV
**SMILES**: O.O.O.O.O
**2S+1**: 1
**Orbital gap**: 10.49 eV

---

<4>
H10O5 | ωB97M-V/def2-TZVPD

XYZ file:
```
15
Properties=species:S:1:pos:R:3:mulliken_charge:R:1
H -0.220 0.742 -0.890 0.29
H -0.798 -0.369 -0.028 0.31
H 3.557 -2.341 -2.146 0.32
H 2.218 -1.660 -1.916 0.30
H 1.527 3.119 -0.585 0.32
H 1.446 4.631 -0.712 0.32
H -1.823 -0.300 1.650 0.24
H -0.852 0.211 2.702 0.28
H -3.139 -1.455 1.449 0.34
H -2.015 -1.791 0.482 0.28
O -0.681 0.587 -0.058 -0.55
O 2.643 -2.525 -1.903 -0.63
O 1.885 3.859 -1.087 -0.64
O -0.993 -0.519 2.088 -0.60
O -2.755 -2.188 0.956 -0.60
```

Properties
**HOMO level**: -11.3 eV
**SMILES**: O.O.O.O.O
**2S+1**: 1
**Orbital gap**: 11.36 eV

---

Which structure is the most stable? The one labeled <2>.

---

<1>
H10O5 | ωB97M-V/def2-TZVPD

XYZ file:
```
15
Properties=species:S:1:pos:R:3:mulliken_charge:R:1
O 0.996 -0.309 -0.241 -0.79
H 0.073 -0.310 -0.574 0.45
H 0.866 -0.927 0.462 0.31
O 1.677 1.725 -2.151 -0.65
H 0.988 1.532 -2.841 0.30
H 1.488 1.116 -1.465 0.42
O -0.384 1.383 1.368 -0.68
H -0.851 0.717 1.899 0.32
H 0.230 0.830 0.889 0.38
O -1.354 -0.193 -1.850 -0.69
H -1.859 0.068 -1.134 0.31
H -1.717 -1.051 -2.202 0.33
O -0.097 -1.582 2.218 -0.67
H 0.592 -1.078 2.678 0.34
H -0.647 -1.923 2.943 0.29
```

Properties
**HOMO level**: -10.5 eV
**SMILES**: O.O.O.O.O
**2S+1**: 1
**Orbital gap**: 10.60 eV

---

<2>
H10O5 | ωB97M-V/def2-TZVPD

XYZ file:
```
15
Properties=species:S:1:pos:R:3:mulliken_charge:R:1
O 0.040 -0.500 -2.290 -0.65
H 0.844 -0.914 -2.630 0.32
H -0.002 0.359 -2.724 0.30
O -1.952 1.262 1.776 -0.66
H -2.072 2.158 2.110 0.29
H -2.767 1.066 1.297 0.32
O -1.013 -1.293 0.284 -0.61
H -1.425 -0.499 0.637 0.26
H -0.662 -1.029 -0.580 0.42
O 1.062 1.705 1.420 -0.64
H 0.953 2.477 1.982 0.30
H 0.178 1.314 1.355 0.37
O 2.407 -2.357 -1.064 -0.67
H 2.898 -1.562 -0.832 0.33
H 1.512 -2.187 -0.742 0.31
```

Properties
**HOMO level**: -11.0 eV
**SMILES**: O.O.O.O.O
**2S+1**: 1
**Orbital gap**: 11.18 eV

---

Which structure is the most stable? The one labeled <2>.

---

<1>
H10O5 | ωB97M-V/def2-TZVPD

XYZ file:
```
15
Properties=species:S:1:pos:R:3:mulliken_charge:R:1
H -0.903 1.537 -0.618 0.40
H -1.772 1.477 -1.999 0.31
H 1.005 1.912 0.741 0.37
H 0.038 2.967 0.981 0.35
H 2.581 0.127 2.038 0.32
H 1.380 -0.449 0.885 0.42
H 0.014 -1.977 -0.256 0.44
H 1.486 -2.703 0.123 0.32
H -1.578 -0.783 -0.963 0.43
H -2.366 -2.186 -0.756 0.30
O -1.602 1.032 -1.128 -0.74
O 0.479 2.539 0.207 -0.71
O 1.956 0.364 1.164 -0.77
O 0.781 -2.098 0.449 -0.76
O -1.500 -1.757 -0.869 -0.70
```

Properties
**HOMO level**: -11.0 eV
**SMILES**: O.O.O.O.O
**2S+1**: 1
**Orbital gap**: 11.75 eV

---

<2>
H10O5 | ωB97M-V/def2-TZVPD

XYZ file:
```
15
Properties=species:S:1:pos:R:3:mulliken_charge:R:1
O -5.136 -26.500 -5.044 -0.66
H -5.700 -26.742 -4.249 0.32
H -4.622 -25.777 -4.827 0.30
O -7.139 -24.066 -5.793 -0.58
H -6.902 -24.401 -6.645 0.35
H -7.093 -23.135 -5.945 0.32
O -4.389 -23.656 -6.936 -0.58
H -4.073 -24.513 -6.609 0.28
H -5.145 -23.901 -7.485 0.29
O -6.159 -25.875 -7.664 -0.67
H -5.874 -26.233 -6.835 0.32
H -5.920 -26.560 -8.243 0.30
O -3.979 -26.044 -10.543 -0.63
H -4.808 -25.563 -10.632 0.32
H -3.722 -26.056 -9.605 0.32
```

Properties
**HOMO level**: -11.0 eV
**SMILES**: O.O.O.O.O
**2S+1**: 1
**Orbital gap**: 11.27 eV

---

<3>
H10O5 | ωB97M-V/def2-TZVPD

XYZ file:
```
15
Properties=species:S:1:pos:R:3:mulliken_charge:R:1
O -1.695 2.734 -0.208 -0.63
H -1.615 2.068 0.474 0.38
H -2.255 2.332 -0.872 0.28
O 2.804 -0.163 0.960 -0.66
H 2.992 0.454 0.254 0.32
H 1.851 -0.148 1.045 0.37
O 2.119 -1.478 -2.146 -0.62
H 1.746 -2.340 -2.328 0.30
H 2.226 -1.459 -1.195 0.32
O -2.247 0.236 0.898 -0.76
H -3.083 0.401 1.335 0.30
H -2.489 -0.031 0.011 0.33
O 0.194 -0.815 0.362 -0.69
H -0.572 -0.248 0.451 0.44
H 0.025 -1.543 0.960 0.32
```

Properties
**HOMO level**: -10.9 eV
**SMILES**: O.O.O.O.O
**2S+1**: 1
**Orbital gap**: 10.84 eV

---

<4>
H10O5 | ωB97M-V/def2-TZVPD

XYZ file:
```
15
Properties=species:S:1:pos:R:3:mulliken_charge:R:1
H -1.567 -0.495 -1.311 0.42
H -2.707 -1.263 -0.543 0.32
H -0.237 1.240 -1.372 0.40
H -1.462 1.859 -2.095 0.32
H 0.886 2.067 0.735 0.29
H 0.218 0.611 0.688 0.47
H 0.501 -1.105 1.375 0.40
H -0.903 -1.076 0.729 0.45
H 2.894 -0.961 1.649 0.34
H 2.273 -0.172 0.435 0.36
O -1.760 -1.261 -0.737 -0.74
O -0.944 1.030 -2.012 -0.74
O 0.797 1.282 0.189 -0.78
O -0.372 -0.704 1.477 -0.79
O 2.384 -1.050 0.793 -0.72
```

Properties
**HOMO level**: -11.2 eV
**SMILES**: O.O.O.O.O
**2S+1**: 1
**Orbital gap**: 11.78 eV

---

Which structure is the most stable? The one labeled <4>.

---

<1>
H10O5 | ωB97M-V/def2-TZVPD

XYZ file:
```
15
Properties=species:S:1:pos:R:3:mulliken_charge:R:1
O -1.516 -0.749 -1.603 -0.62
O 0.381 1.111 0.305 -0.65
O -0.186 5.543 1.357 -0.64
O 1.377 -1.774 -1.037 -0.62
O 0.118 -4.296 0.884 -0.62
H -0.983 -1.476 -1.216 0.32
H -0.499 0.916 -0.104 0.34
H -1.097 5.389 1.648 0.32
H 1.221 -1.095 -0.368 0.32
H -0.726 -4.249 0.358 0.31
H -2.363 -1.183 -1.780 0.31
H 0.511 2.058 0.349 0.31
H 0.289 5.664 2.181 0.32
H 1.618 -1.336 -1.860 0.31
H 0.236 -3.465 1.368 0.31
```

Properties
**HOMO level**: -11.3 eV
**SMILES**: O.O.O.O.O
**2S+1**: 1
**Orbital gap**: 11.71 eV

---

<2>
H10O5 | ωB97M-V/def2-TZVPD

XYZ file:
```
15
Properties=species:S:1:pos:R:3:mulliken_charge:R:1
O 2.686 0.151 1.005 -0.61
H 3.539 -0.209 0.760 0.30
H 2.078 -0.582 0.903 0.33
O -3.200 -0.035 0.047 -0.65
H -3.704 0.717 -0.264 0.31
H -3.861 -0.686 0.283 0.30
O 0.115 2.906 0.730 -0.63
H -0.228 2.859 1.623 0.30
H 0.737 2.181 0.673 0.31
O -0.461 0.209 -0.523 -0.60
H -1.411 0.113 -0.453 0.37
H -0.163 -0.623 -0.892 0.35
O 0.962 -2.129 -1.353 -0.66
H 1.865 -1.823 -1.436 0.30
H 1.044 -3.049 -1.102 0.31
```

Properties
**HOMO level**: -10.3 eV
**SMILES**: O.O.O.O.O
**2S+1**: 1
**Orbital gap**: 10.58 eV

---

Which structure is the most stable? The one labeled <2>.